Entry 1:
An isolated molecule of C18H19NO3. Source: OMol25; level of theory: the ωB97M-V functional and the def2-TZVPD basis.

Positions of all 41 atoms, in Å:
O: 2.3285 0.9162 4.8934
C: 1.4295 0.5628 4.1824
O: 1.3760 -0.6750 3.6637
H: 2.1835 -1.1569 3.9009
C: 0.2225 1.4035 3.8380
H: 0.5632 2.4371 3.7711
H: -0.4817 1.3284 4.6701
C: -0.4444 0.9643 2.5382
C: 0.5910 0.9705 1.4170
O: 1.7113 1.4115 1.5957
N: 0.2030 0.4692 0.2234
C: -1.0790 -0.1224 -0.0794
C: -1.0293 -1.6346 -0.0944
C: -0.2300 -2.3314 0.8030
C: -0.2006 -3.7150 0.7832
C: -0.9689 -4.4162 -0.1301
C: -1.7661 -3.7274 -1.0284
C: -1.7928 -2.3441 -1.0120
H: -2.4120 -1.8079 -1.7175
H: -2.3652 -4.2678 -1.7464
H: -0.9447 -5.4957 -0.1442
H: 0.4258 -4.2467 1.4841
H: 0.3791 -1.7930 1.5144
H: -1.8278 0.2116 0.6414
H: -1.3920 0.2385 -1.0663
C: 1.1710 0.3969 -0.8629
C: 0.7583 1.2811 -2.0081
C: 0.7436 2.6608 -1.8397
C: 0.3350 3.4872 -2.8702
C: -0.0641 2.9429 -4.0802
C: -0.0536 1.5700 -4.2547
C: 0.3522 0.7424 -3.2213
H: 0.3586 -0.3303 -3.3588
H: -0.3640 1.1414 -5.1965
H: -0.3813 3.5882 -4.8860
H: 0.3301 4.5584 -2.7320
H: 1.0598 3.0784 -0.8951
H: 2.1278 0.7283 -0.4512
H: 1.2578 -0.6443 -1.1917
H: -0.8580 -0.0374 2.6561
H: -1.2524 1.6565 2.2907

Calculated values
Structure (SMILES)   O=C(O)CCC(=O)N(Cc1ccccc1)Cc1ccccc1
Energy above the lowest of the compared OMol25 structures with the same formula, charge and spin   19.6 kJ/mol
Spin multiplicity   1

Here are the natural (NBO) charges for atoms 1 to 2, given in e: number 1, O, carries -0.589; number 2, C, carries 0.816

Entry 2:
An isolated molecule of C18H19NO3S. Source: OMol25; level of theory: the ωB97M-V functional and the def2-TZVPD basis.

Positions of all 42 atoms, in Å:
O: -1.0333 -2.5839 -2.1005
O: -3.1346 -1.4975 -2.4064
O: -2.9343 -3.2440 -0.6870
C: -1.2547 0.3905 -0.2366
C: -1.8173 -0.8472 -0.0413
C: -1.0171 1.8221 -4.2509
C: 0.1247 1.3905 -3.5846
C: -2.2371 1.8486 -3.5248
C: -0.5131 3.3801 2.0320
C: -0.2982 2.7223 3.2435
C: 0.0617 0.8433 -2.2951
C: -2.2655 1.4222 -2.2005
C: -0.8090 2.6197 0.8762
C: -0.5204 1.3606 3.3767
C: -1.1288 0.8767 -1.5836
C: -0.9381 1.2232 0.9600
C: -0.8210 0.5994 2.2318
N: 0.1594 -1.7061 2.3595
C: 1.1358 -1.5014 1.2531
C: 0.0374 -3.1516 2.7134
C: -2.1570 -1.2871 1.3625
C: -1.0978 -0.8780 2.4043
S: -2.1930 -2.0042 -1.4134
H: -2.9968 -3.8572 -1.4089
H: -0.9686 2.1387 -5.2822
H: 1.0936 1.3775 -4.1108
H: -3.1407 2.1895 -3.9824
H: -0.4420 4.4536 1.9267
H: 0.0128 3.3120 4.0909
H: 0.9862 0.4419 -1.8465
H: -3.2459 1.4712 -1.7272
H: -0.9205 3.1154 -0.0799
H: -0.3694 0.9775 4.3681
H: 0.8385 -2.2036 0.4557
H: 2.0859 -1.8227 1.5934
H: 1.1804 -0.4885 0.9116
H: -0.5866 -3.2674 3.6587
H: 0.9636 -3.6466 2.8353
H: -0.4652 -3.6890 1.8947
H: -2.3075 -2.3732 1.4339
H: -3.0967 -0.7765 1.6272
H: -1.5188 -1.0316 3.4280

Calculated values
Structure (SMILES)   CN(C)[C@@H]1CC(S(=O)(=O)O)=C(c2ccccc2)c2ccccc21
Energy above the lowest of the compared OMol25 structures with the same formula, charge and spin   291.2 kJ/mol
Spin multiplicity   1

Here are the natural (NBO) charges for atoms 1 to 2, given in e: number 1, O, carries -0.925; number 2, O, carries -0.923

Entry 3:
An isolated molecule of C18H19NO6. Source: OMol25; level of theory: the ωB97M-V functional and the def2-TZVPD basis.

Positions of all 44 atoms, in Å:
C: 0.3995 0.3926 -2.5803
C: -0.6220 0.8327 -1.5415
H: -1.1289 -0.0336 -1.1093
H: -1.3541 1.5084 -1.9963
O: -0.0225 1.4762 -0.4222
C: 0.4029 2.7284 -0.5826
N: 0.2792 3.3048 -1.7695
C: 0.6555 4.5637 -1.9238
C: 1.1630 5.3403 -0.8987
C: 1.2928 4.7514 0.3493
C: 0.9313 3.4232 0.5298
C: 1.0429 2.8379 1.8866
O: 0.9934 3.4948 2.8975
O: 1.2208 1.5140 1.8558
C: 1.1659 0.8100 3.0896
H: 2.1615 0.4129 3.3203
C: 0.1661 -0.3434 2.9837
O: -0.6332 -0.5450 3.8711
C: 0.2343 -1.1598 1.7649
C: -0.8874 -1.9276 1.4414
C: -0.9348 -2.7304 0.3158
C: 0.2069 -2.7974 -0.5130
C: 1.3313 -2.0466 -0.1624
C: 1.3550 -1.2265 0.9425
H: 2.2429 -0.6602 1.1652
H: 2.1950 -2.1389 -0.8027
O: 0.3632 -3.5185 -1.6480
C: -0.6482 -4.3705 -2.1410
H: -1.5519 -3.8164 -2.4007
H: -0.2248 -4.8188 -3.0397
H: -0.8987 -5.1558 -1.4257
O: -2.0394 -3.4643 -0.0328
C: -3.1635 -3.4304 0.8142
H: -3.8923 -4.0942 0.3511
H: -3.5849 -2.4230 0.8848
H: -2.9239 -3.7970 1.8166
H: -1.7324 -1.8579 2.1074
H: 0.8579 1.4885 3.8929
H: 1.6732 5.3011 1.1975
H: 1.4456 6.3666 -1.0662
H: 0.5322 4.9553 -2.9250
H: -0.0981 -0.1820 -3.3562
H: 1.1587 -0.2275 -2.1124
H: 0.8701 1.2631 -3.0282

Calculated values
Structure (SMILES)   CCOc1ncccc1C(=O)OCC(=O)c1ccc(OC)c(OC)c1
Energy above the lowest of the compared OMol25 structures with the same formula, charge and spin   214.4 kJ/mol
Spin multiplicity   1

Here are the natural (NBO) charges for atoms 1 to 2, given in e: number 1, C, carries -0.640; number 2, C, carries -0.068

Values for max |F|, eV/A, ordered as above
0.7; 3.7; 0.8